1.
{"formula": "C3H6N2O", "method": "ωB97M-V/def2-TZVPD", "symbols": ["C", "C", "N", "N", "C", "O", "H", "H", "H", "H", "H", "H"], "positions_angstrom": [[1.21377, -0.62232, 0.09202], [-0.29435, -0.68361, 0.03201], [-0.99966, -1.74170, 0.01706], [-1.00203, 0.52098, -0.02162], [-0.55336, 1.81163, -0.14245], [-1.29563, 2.76630, -0.18677], [1.58795, -1.55720, 0.51673], [1.58043, 0.20048, 0.71143], [1.63771, -0.51114, -0.91205], [-0.40748, -2.56741, 0.07279], [-2.00961, 0.40757, -0.01534], [0.54398, 1.90566, -0.20181]], "forces_ev_per_angstrom": [[0.0, 0.0, 0.0], [0.0, -0.1, 0.0], [0.3, 0.2, 0.0], [-0.1, 0.1, 0.0], [0.0, 0.1, 0.0], [0.3, -0.3, 0.0], [-0.1, 0.1, -0.1], [-0.1, -0.1, -0.1], [-0.1, 0.0, 0.1], [-0.1, 0.1, 0.0], [0.1, 0.0, 0.0], [-0.1, 0.0, 0.0]], "smiles": "[H]/N=C(\\C)NC=O", "multiplicity": 1, "orbital_gap_ev": 10.7, "homo_energy_ev": -10.0}

2.
{"formula": "C3H4N2O", "method": "ωB97M-V/def2-TZVPD", "symbols": ["N", "C", "O", "C", "C", "N", "H", "H", "H", "H"], "positions_angstrom": [[-1.05496, 1.62231, -1.12003], [-0.44396, 0.70752, -0.50308], [-1.02871, -0.13135, 0.31826], [-0.19654, -1.08363, 0.97377], [1.25674, -0.97077, 0.53033], [1.32279, -0.02453, -0.28840], [-0.49426, 2.20493, -1.73336], [1.48912, 0.66471, -0.96742], [-0.58143, -2.07952, 0.73905], [-0.26880, -0.90966, 2.05088]], "forces_ev_per_angstrom": [[0.9, -0.7, 0.3], [0.1, -0.5, 0.4], [-0.3, 0.0, 0.1], [0.2, -0.3, 0.2], [0.1, 0.5, -0.5], [-3.6, 1.0, 0.0], [0.1, -0.1, 0.1], [2.3, 0.0, -0.6], [0.1, 0.1, 0.1], [0.1, -0.1, -0.1]], "multiplicity": 1, "orbital_gap_ev": 9.1, "homo_energy_ev": -8.4}

3.
{"formula": "C17H39GeN2O4PSSeTi", "method": "ωB97M-V/def2-TZVPD", "symbols": ["Ti", "C", "Ge", "C", "C", "C", "H", "H", "H", "H", "H", "H", "H", "H", "H", "H", "C", "S", "C", "O", "H", "H", "H", "H", "H", "H", "C", "N", "C", "C", "N", "C", "C", "Se", "H", "H", "H", "H", "H", "H", "H", "H", "C", "C", "O", "P", "O", "C", "C", "O", "C", "C", "H", "H", "H", "H", "H", "H", "H", "H", "H", "H", "H", "H", "H", "H", "H"], "positions_angstrom": [[-0.09346, 0.20403, -0.97115], [-0.55545, -1.17383, -4.75417], [-1.57051, 0.10888, -3.64923], [-2.58347, 1.30980, -4.81897], [-2.88379, -0.90111, -2.56860], [-0.41003, 1.19934, -2.50748], [-1.15967, -2.03782, -5.03804], [0.32399, -1.51767, -4.20617], [-0.21255, -0.69035, -5.66933], [-3.32817, 0.77205, -5.40732], [-1.90490, 1.81193, -5.50832], [-3.09620, 2.06495, -4.22406], [-3.43088, -1.59859, -3.20489], [-3.60426, -0.21171, -2.12510], [-2.41884, -1.48229, -1.76781], [-0.08560, 2.08827, -3.05629], [0.70037, -4.25016, -1.98917], [1.31713, -2.64476, -1.52454], [1.77049, -3.02907, 0.16522], [0.03626, -1.83335, -1.39606], [-0.07180, -4.57179, -1.29306], [1.53704, -4.94749, -2.00303], [0.28681, -4.15048, -2.99092], [2.46863, -3.86614, 0.16273], [0.87079, -3.28451, 0.72324], [2.23692, -2.14112, 0.58977], [2.76030, 2.40234, 1.84443], [3.75078, 1.42477, 1.42456], [5.02797, 1.32306, 1.90843], [5.63641, 0.34215, 1.21382], [4.72420, -0.14396, 0.31395], [5.01320, -1.16038, -0.68344], [3.55047, 0.52984, 0.42303], [2.26788, 0.71243, -0.99223], [3.06128, 2.80366, 2.80860], [1.79357, 1.91832, 1.93024], [2.69847, 3.19959, 1.10398], [5.38341, 1.93087, 2.72042], [6.62508, -0.07005, 1.30280], [5.90034, -1.70400, -0.37022], [5.17861, -0.69182, -1.65291], [4.17579, -1.84448, -0.76628], [-2.12239, 2.37470, 4.82690], [-1.60580, 1.06992, 4.27182], [-1.80846, 1.03000, 2.83987], [-0.59898, 0.60212, 1.86917], [-1.33346, -0.55834, 0.92577], [-1.74930, -1.82782, 1.46399], [-3.24661, -1.83892, 1.67372], [-0.75042, 1.68552, 0.63762], [-2.02359, 2.37788, 0.36110], [-2.14329, 3.62661, 1.20348], [-2.06023, 2.35917, 5.91483], [-3.16457, 2.52524, 4.54736], [-1.53511, 3.21708, 4.46231], [-2.14524, 0.22109, 4.69421], [-0.54232, 0.93975, 4.49098], [-1.21303, -2.02232, 2.39962], [-1.44938, -2.57999, 0.73333], [-3.53668, -1.13325, 2.45123], [-3.57467, -2.83669, 1.96571], [-3.75413, -1.56591, 0.74871], [-2.83966, 1.67423, 0.52947], [-1.96172, 2.60011, -0.70202], [-2.45754, 3.41389, 2.22124], [-2.87948, 4.29009, 0.74824], [-1.19054, 4.15649, 1.22496]], "forces_ev_per_angstrom": [[-1.3, -0.1, 0.0], [-0.1, 0.0, 0.0], [0.1, 0.1, 0.1], [0.0, -0.1, 0.0], [0.0, 0.0, 0.1], [0.4, -0.1, -0.1], [0.0, 0.0, 0.0], [0.0, 0.0, 0.0], [0.0, 0.0, 0.0], [0.0, 0.0, 0.0], [0.0, 0.0, 0.0], [0.0, 0.0, 0.0], [0.0, 0.0, 0.0], [0.0, 0.0, 0.0], [0.0, 0.0, 0.0], [-0.1, 0.1, 0.1], [0.0, 0.0, -0.1], [0.0, -0.2, 0.0], [0.1, 0.0, 0.0], [0.0, 0.1, 0.1], [0.0, 0.0, 0.0], [0.0, 0.0, 0.0], [0.0, 0.0, 0.0], [0.0, 0.0, 0.0], [0.0, 0.0, 0.0], [0.0, 0.0, 0.0], [0.1, 0.1, -0.1], [-0.5, -0.4, -0.3], [0.1, 0.0, 0.2], [0.2, -0.1, 0.2], [-0.6, 0.0, -0.1], [0.0, 0.1, -0.1], [0.6, 0.8, 0.1], [1.4, -0.2, -0.2], [0.0, 0.0, 0.0], [0.0, 0.0, 0.0], [0.0, 0.0, 0.0], [0.0, 0.0, 0.0], [0.0, 0.0, 0.0], [0.0, 0.0, 0.0], [0.0, 0.0, 0.0], [0.0, 0.0, 0.0], [0.0, 0.0, 0.0], [0.0, 0.0, 0.1], [0.0, -0.1, 0.0], [-0.4, 0.1, -0.3], [0.1, 0.0, 0.1], [0.0, -0.1, 0.1], [0.0, 0.0, 0.0], [0.1, -0.1, 0.3], [0.0, 0.1, 0.0], [0.0, 0.1, -0.1], [0.0, 0.0, 0.0], [0.0, 0.0, 0.0], [0.0, 0.0, 0.0], [0.0, 0.0, 0.0], [0.0, 0.0, 0.0], [0.0, 0.0, 0.0], [0.0, 0.0, 0.0], [0.0, 0.0, 0.0], [0.0, 0.0, 0.0], [0.0, 0.0, 0.0], [0.0, 0.0, 0.0], [0.0, 0.0, 0.0], [0.0, 0.0, 0.0], [0.0, 0.0, 0.0], [0.0, 0.0, 0.0]], "multiplicity": 2, "s2": 0.770, "total_charge": 1, "orbital_gap_ev": [6.8, 6.9], "homo_energy_ev": [-8.9, -9.0]}

4.
{"formula": "C22H56N3O17S3", "method": "ωB97M-V/def2-TZVPD", "symbols": ["C", "N", "C", "C", "C", "C", "O", "H", "H", "H", "H", "H", "H", "H", "H", "H", "H", "H", "H", "H", "H", "C", "N", "C", "C", "C", "C", "O", "H", "H", "H", "H", "H", "H", "H", "H", "H", "H", "H", "H", "H", "H", "N", "O", "O", "O", "O", "S", "O", "O", "C", "C", "C", "H", "H", "H", "H", "H", "H", "H", "H", "O", "S", "O", "O", "C", "C", "C", "H", "H", "H", "H", "H", "H", "H", "H", "O", "S", "O", "O", "C", "C", "C", "H", "H", "H", "H", "H", "H", "H", "H", "C", "C", "O", "C", "O", "O", "H", "H", "H", "H"], "positions_angstrom": [[-0.06032, -4.70358, -2.43670], [1.27168, -4.46758, -1.75670], [2.30768, -5.33058, -2.48770], [1.79668, -3.06958, -1.85870], [1.28368, -5.01058, -0.27770], [0.67568, -4.05058, 0.76130], [0.62568, -4.83758, 1.91730], [-0.95532, -4.31458, -1.77670], [-0.39432, -5.65058, -2.68570], [-0.01632, -4.30558, -3.37270], [2.25068, -6.54558, -2.39270], [3.38568, -5.17758, -2.20670], [2.37468, -5.24158, -3.43870], [2.61168, -2.88358, -1.18370], [1.07868, -2.30558, -1.58270], [2.12968, -2.70058, -2.84370], [2.39068, -4.94458, 0.06530], [1.06268, -6.15958, -0.32170], [-0.42532, -3.78958, 0.50430], [1.12668, -3.02158, 0.69230], [0.54068, -4.23058, 2.63830], [-3.93332, 3.17542, 2.61230], [-3.77832, 1.73442, 2.97230], [-2.51632, 1.78142, 3.73930], [-4.95932, 1.31242, 3.73530], [-3.62832, 0.93442, 1.69030], [-3.25432, -0.54158, 1.89930], [-2.91032, -1.07758, 0.65630], [-3.00432, 3.76142, 2.35530], [-4.49932, 3.56742, 3.49830], [-4.57032, 3.55542, 1.76730], [-1.78632, 1.80242, 3.11830], [-2.65332, 0.84242, 4.54430], [-2.43432, 2.60642, 4.60030], [-5.77932, 1.51242, 3.03830], [-4.92432, 1.92242, 4.66430], [-4.97932, 0.41842, 4.13330], [-2.82232, 1.44642, 1.28030], [-4.38232, 1.00342, 1.01530], [-4.18532, -0.92658, 2.34830], [-2.53332, -0.58058, 2.61630], [-1.96732, -1.05158, 0.47630], [0.27868, 0.06642, 0.51530], [0.40368, 0.28042, -0.66570], [0.24568, 1.02342, 1.35330], [-0.17732, -0.97658, 0.91830], [-2.05832, 3.88942, -3.56170], [-1.13032, 3.15642, -2.88170], [-0.43932, 2.10242, -3.57170], [0.08168, 4.41942, -2.63870], [0.93768, 4.73642, -3.67870], [1.85368, 5.90242, -3.28270], [-1.73732, 2.80942, -1.26270], [0.30968, 4.96242, -4.46470], [1.43668, 3.88942, -3.92170], [2.68268, 5.44042, -2.61670], [1.21868, 6.74842, -2.76970], [2.22568, 6.55542, -4.17270], [-2.46232, 2.02642, -1.46970], [-2.50932, 3.34842, -0.61370], [-0.87332, 2.41742, -0.59570], [-0.78032, -0.65858, 4.73630], [0.06668, -1.84058, 4.88830], [0.07668, -2.93558, 4.02330], [1.72968, -1.48758, 4.74730], [2.21568, -0.86758, 3.64830], [3.57568, -0.29558, 3.88330], [-0.13132, -2.51058, 6.50630], [1.61768, -0.03058, 3.46930], [2.20468, -1.53258, 2.75930], [4.29168, -0.00358, 3.09330], [4.35168, -0.97058, 4.22730], [3.48068, 0.71442, 4.49630], [-1.12332, -3.12458, 6.52930], [-0.18832, -1.61758, 7.06330], [0.67168, -3.23658, 6.61530], [4.95268, 2.13742, 0.09230], [4.08068, 3.14642, -0.47470], [4.50368, 4.52242, -0.59370], [3.75268, 2.70042, -2.05370], [3.75068, 1.25242, -2.34270], [3.47468, 1.00342, -3.80470], [2.54168, 3.01342, 0.31830], [2.94868, 0.71442, -1.75070], [4.55468, 0.70942, -1.82770], [4.04468, 1.50342, -4.51870], [2.61368, 1.40942, -4.11470], [3.31268, -0.06158, -3.98070], [2.31968, 2.03042, 0.22830], [1.98568, 3.75242, -0.12270], [2.61068, 3.29242, 1.32230], [-2.39132, 0.12842, -4.56370], [-1.49632, -0.68258, -3.47470], [-1.97232, -1.97558, -3.47970], [-3.19832, -1.99958, -3.96670], [-3.82132, -3.02158, -4.11870], [-3.56932, -0.86658, -4.39170], [-2.30332, 0.14142, -5.63970], [-2.61732, 1.10042, -4.43470], [-1.50332, -0.15658, -2.39570], [-0.48032, -0.65158, -3.93370]], "forces_ev_per_angstrom": [[-1.9, 2.1, 3.7], [1.4, -2.6, -0.2], [1.6, -4.1, 6.1], [-0.6, 1.6, -0.2], [2.6, -0.1, 0.0], [-3.6, -0.1, -2.1], [1.1, 0.2, -0.5], [2.1, -0.1, -1.4], [0.6, -2.8, 0.5], [0.0, 2.1, -2.3], [-0.8, 3.0, 0.5], [-1.3, 0.5, 0.7], [-0.7, 1.5, -6.6], [0.5, -0.6, 0.4], [-0.8, -0.3, 0.3], [-0.2, -1.2, 0.0], [-1.5, -0.5, -1.1], [-0.3, 2.5, 0.3], [1.4, -0.4, 0.0], [0.3, -1.2, 0.9], [-0.2, 0.5, 1.2], [-1.6, 3.0, -0.1], [-0.1, 1.0, -1.6], [-5.2, -2.4, 9.4], [-0.3, 5.5, -0.6], [2.9, -0.8, 2.3], [-2.4, 1.4, -1.3], [-1.5, -0.3, 0.0], [-0.4, -1.3, 1.0], [1.2, 0.3, -0.7], [0.0, -1.7, 0.3], [5.2, -0.3, -3.7], [1.3, 1.9, -2.7], [-0.7, -1.1, -2.6], [-0.3, -0.1, 0.8], [-0.7, 0.2, -0.8], [0.5, -5.2, 1.0], [1.8, 0.6, -1.2], [-3.0, 0.6, -1.4], [0.4, -1.0, -0.6], [2.5, -0.5, 1.9], [0.8, 0.0, 0.6], [-3.0, 3.4, 2.0], [1.6, 0.2, -2.4], [1.2, 0.4, -0.4], [-0.1, -4.0, 0.7], [-4.8, 1.9, -2.7], [6.4, 2.5, 0.9], [-0.6, -0.5, 1.2], [-2.7, -2.5, 3.6], [-0.1, 2.1, 0.4], [-0.1, 1.5, 0.5], [0.5, -1.6, 2.6], [-1.1, 1.0, -2.3], [2.2, -2.5, -0.9], [-1.2, 1.5, -1.1], [1.2, -2.0, -0.3], [-0.2, -1.9, 1.3], [0.5, -1.1, -0.4], [1.7, 1.1, -1.5], [-1.4, 0.4, -1.2], [1.2, -1.6, 0.1], [2.1, 2.4, -0.2], [-1.7, -2.4, -2.5], [-2.5, -1.3, 4.6], [1.1, 0.5, -3.2], [2.0, 2.5, 1.3], [-1.3, -1.2, -1.2], [-1.3, 1.3, -1.0], [-0.1, 0.2, 0.4], [-1.6, 0.3, -1.1], [-0.5, -0.6, 1.6], [0.5, -2.4, -0.7], [1.7, 1.4, -0.3], [0.2, 0.4, 1.7], [0.2, 0.4, 0.6], [-0.5, 0.7, -0.4], [2.0, 0.0, -1.3], [-0.6, -1.2, 0.2], [0.2, -0.8, 1.4], [-1.3, -0.7, 1.7], [1.4, -1.5, 1.6], [2.0, 1.3, -0.2], [-0.2, 1.1, -0.6], [0.9, 0.8, -1.0], [2.3, 0.2, -0.9], [-4.1, 1.5, -0.2], [0.7, 0.0, -0.1], [-1.6, -2.8, -0.4], [-2.1, 1.2, -1.5], [0.6, 0.2, 1.7], [-0.8, -5.9, 1.3], [1.7, 4.0, -0.7], [1.3, -0.6, 1.0], [-0.9, -3.3, -1.0], [0.2, 0.3, 0.7], [-1.1, 4.9, -1.4], [1.4, -1.0, -0.4], [-1.4, 3.0, 1.8], [0.0, -1.3, -2.5], [-0.4, -0.2, 1.1]], "multiplicity": 1, "total_charge": 1, "orbital_gap_ev": 9.1, "homo_energy_ev": -11.3}

In order of appearance, largest force on an atom = 0.41 3.77 1.42 11.01 eV Å⁻¹.